[1]
Formula: C6H4FIO3
Source: the Open Molecules 2025 dataset
Level of theory: ωB97M-V with the def2-TZVPD basis set

Structure (XYZ):
```
15
Properties=species:S:1:pos:R:3:forces:R:3:lowdin_charge:R:1
C 0.35207 1.12429 -1.75640 -0.2139 0.5495 0.1846 -0.029
C -0.38916 1.11323 -0.44150 0.0277 -0.3897 -0.1974 -0.342
F -1.74075 1.08895 -0.73208 -0.7323 0.1367 -0.0947 -0.005
C -0.10666 -0.06564 0.42384 0.1459 0.5246 -0.1665 -0.139
C -0.21340 -1.36863 0.22395 0.0496 -0.0297 -0.0904 -0.558
I -0.82460 -2.34322 -1.48637 0.0645 -0.0830 0.4563 1.045
C 0.17473 -2.03712 1.51702 -0.7739 -2.0734 -0.8509 -0.477
O -0.01864 -3.19239 1.78616 0.6288 1.2210 0.0977 0.146
O 0.70592 -1.10338 2.33812 -0.3233 0.4682 0.5706 0.158
C 0.35283 0.14610 1.80948 0.3632 0.7018 0.9226 -0.353
O 0.41369 1.15742 2.44865 0.1428 -1.0350 -0.6383 0.190
H -0.20726 0.53288 -2.45709 0.0221 -0.5083 -0.3166 0.045
H 0.33549 2.13574 -2.12972 0.1167 0.3816 -0.1983 0.083
H 1.37669 0.80275 -1.67213 0.3294 -0.2237 0.0186 0.092
H -0.21094 2.00902 0.12809 0.1526 0.3594 0.3025 0.145
```
Forces are in eV/Å.

As for the HOMO energy: -10.3 eV. The total energy is -854.31466 Ha. Its SMILES is C[C@@H](F)C1=C(I)C(=O)OC1=O. For the largest force on an atom, the calculation gives 2.371 eV Å⁻¹.

=====

[2]
Formula: C6H4FNO2
Source: the Open Molecules 2025 dataset
Level of theory: ωB97M-V with the def2-TZVPD basis set

Structure (XYZ):
```
14
Properties=species:S:1:pos:R:3:forces:R:3:lowdin_charge:R:1
C -2.02968 -0.16074 0.04197 3.2518 -0.9879 -0.8144 -0.436
C -0.57845 0.07334 -0.12343 4.3392 1.3862 0.6284 -0.075
C -0.07847 1.43105 -0.16333 -0.7941 -1.7268 1.1905 -0.067
C 2.12196 0.86421 0.29184 -2.5399 -1.5477 -2.9441 -0.011
C 1.78399 -0.48944 -0.08521 -0.1996 2.3394 1.5680 -0.259
C 0.49706 -0.87800 -0.05798 -3.6906 3.1785 -0.1661 0.056
H -3.05224 -1.58427 -0.09174 1.2843 -1.4188 1.2178 0.150
H -0.92133 2.08132 -0.29706 0.3710 1.2697 0.0016 0.106
H 3.13441 1.11927 0.27838 1.4034 0.7594 0.7570 0.093
H 0.35718 -1.86935 0.11463 -0.7788 -2.8289 -0.0458 0.099
N 1.16562 1.84761 0.15856 -0.0192 -1.9319 -0.4614 0.078
O -2.11508 -1.57169 0.30838 -4.1345 3.1807 -1.7051 0.045
O -2.83742 0.69697 -0.18488 -0.7023 -1.6700 0.6715 0.135
F 2.55245 -1.56028 -0.19014 2.2094 -0.0020 0.1021 0.087
```
Forces are in eV/Å.

As for the HOMO energy: -9.8 eV. The total energy is -536.08488 Ha. Its SMILES is O=C(O)c1cncc(F)c1. For the largest force on an atom, the calculation gives 5.488 eV Å⁻¹.